Density functional theory data (ωB97M-V/def2-TZVPD) for a structure of composition C36H41N8O2SZr.

Calculated values
DFT total energy = -2430.0759 Ha
spin multiplicity = 1
orbital gap = 0.2432 Ha
relative energy (zero: lowest compared OMol25 entry of this formula, charge and spin) = 10.5 kJ/mol
net charge = +1
lowest unoccupied orbital energy = -2.975 eV
HOMO level = -9.59 eV

Last column: Löwdin charge in e.
Cartesian coordinates (Å):
Zr: 0.42 -0.22 0.01  1.42
C: 2.37 2.76 0.19  -0.13
C: 0.49 4.13 3.24  -0.02
C: 1.19 3.07 4.03  -0.34
C: 2.22 3.39 4.92  -0.03
C: 2.81 2.38 5.66  -0.06
C: 2.35 1.08 5.50  -0.05
C: 1.33 0.85 4.59  -0.18
N: 0.77 1.81 3.86  0.09
N: 1.60 1.95 -0.80  -0.22
C: 2.48 1.57 -1.91  -0.13
C: 1.80 0.65 -2.90  -0.26
C: 2.49 0.26 -4.05  -0.01
C: 1.86 -0.59 -4.94  -0.03
C: 0.58 -1.04 -4.65  -0.03
C: -0.02 -0.62 -3.49  -0.11
N: 0.57 0.21 -2.63  0.03
C: 0.55 2.84 -1.33  -0.13
C: -0.59 2.98 -0.37  -0.28
C: -1.25 4.18 -0.16  0.00
C: -2.30 4.23 0.73  -0.03
C: -2.66 3.07 1.40  -0.03
C: -1.96 1.91 1.14  -0.12
N: -0.96 1.85 0.25  0.01
H: 2.98 3.47 -0.38  0.13
H: 1.64 3.36 0.73  0.09
H: -0.59 4.07 3.42  0.08
H: 0.84 5.12 3.51  0.08
H: 2.53 4.42 5.04  0.11
H: 3.60 2.60 6.36  0.11
H: 2.77 0.26 6.07  0.11
H: 0.95 -0.16 4.44  0.04
H: 3.35 1.06 -1.49  0.13
H: 2.83 2.47 -2.43  0.14
H: 3.49 0.63 -4.23  0.12
H: 2.37 -0.91 -5.84  0.12
H: 0.06 -1.71 -5.32  0.11
H: -1.01 -0.97 -3.21  0.11
H: 0.17 2.39 -2.25  0.12
H: 0.98 3.81 -1.60  0.14
H: -0.92 5.07 -0.69  0.12
H: -2.83 5.15 0.91  0.12
H: -3.47 3.06 2.12  0.12
H: -2.20 0.98 1.65  0.09
S: -0.16 -1.08 2.32  0.63
C: -1.20 -2.33 1.65  -0.78
N: -1.23 -3.51 2.16  0.05
N: -2.02 -4.48 1.66  0.01
C: -2.22 -4.82 0.29  -0.26
C: -3.42 -5.44 -0.05  -0.04
C: -3.64 -5.83 -1.36  -0.09
C: -2.69 -5.59 -2.34  -0.09
C: -1.49 -4.98 -1.98  -0.08
C: -1.24 -4.60 -0.68  -0.03
N: -2.14 -2.00 0.66  0.06
N: -1.89 -1.04 -0.08  -0.04
C: -2.90 -0.80 -1.07  -0.23
C: -3.94 -1.71 -1.29  0.00
C: -4.87 -1.45 -2.28  -0.06
C: -4.78 -0.30 -3.05  -0.07
C: -3.74 0.59 -2.85  -0.07
C: -2.80 0.34 -1.86  -0.06
H: -2.01 -5.28 2.28  0.14
H: -4.17 -5.60 0.71  0.11
H: -4.58 -6.32 -1.62  0.10
H: -2.87 -5.89 -3.36  0.10
H: -0.73 -4.80 -2.73  0.10
H: -0.31 -4.12 -0.43  0.10
H: -3.99 -2.62 -0.70  0.10
H: -5.67 -2.16 -2.45  0.11
H: -5.51 -0.10 -3.82  0.11
H: -3.65 1.48 -3.45  0.11
H: -1.97 1.02 -1.71  0.08
C: 3.26 2.01 1.21  -0.10
C: 2.74 0.66 1.69  -0.23
O: 2.65 -0.24 0.59  -0.34
C: 3.30 -1.55 0.74  -0.21
C: 3.77 -2.02 -0.60  -0.06
H: 3.32 2.63 2.11  0.12
H: 0.63 4.01 2.16  0.04
H: 4.29 1.90 0.85  0.12
H: 1.74 0.76 2.16  0.04
H: 3.40 0.25 2.44  0.13
H: 2.57 -2.23 1.19  0.11
H: 4.13 -1.41 1.43  0.13
H: 2.93 -2.13 -1.28  0.06
H: 4.25 -3.00 -0.49  0.09
H: 4.50 -1.33 -1.02  0.08
O: 0.68 -1.75 -0.82  -0.56